No. 1
This record from the Open Molecules 2025 dataset describes a cluster of 18 separate species, H36O18 in total. The level of theory is wB97M-V/def2-TZVPD.

```
54
Properties=species:S:1:pos:R:3:forces:R:3:lowdin_charge:R:1
O -0.6588 1.5300 2.6115 2.3 2.2 1.3 -0.103
H 0.0168 1.3668 1.9281 -0.7 -0.2 -0.1 0.011
H -0.1490 2.2668 3.1378 -1.8 -1.9 -1.3 0.094
O -2.4694 1.6768 -0.4956 -0.1 0.6 -3.0 -0.097
H -2.7241 2.1083 -1.3997 0.4 -1.7 2.2 0.063
H -2.5637 2.4451 0.0409 -0.1 0.7 1.1 0.024
O 5.2642 -0.6796 -1.2875 4.5 -0.5 -4.8 -0.108
H 4.9558 -1.0412 -0.5098 -0.6 -1.8 2.6 -0.046
H 6.1253 -1.2615 -1.6879 -4.0 2.3 2.2 0.164
O 1.7743 5.3941 -2.6186 0.3 -1.0 0.3 -0.142
H 1.8785 4.3861 -2.4057 -1.6 3.2 -0.8 0.074
H 0.8919 5.8555 -2.7355 1.3 -2.2 0.5 0.062
O -1.0974 -2.2599 4.0520 1.1 -2.0 1.2 -0.078
H -1.2245 -1.6529 4.7664 -0.2 0.7 0.5 0.027
H -0.8921 -3.1233 4.5191 -0.4 1.5 -0.8 0.103
O -1.7469 -0.8555 0.0175 -2.1 2.5 -1.0 -0.122
H -1.7009 -1.2535 0.8776 -0.3 -0.2 0.7 -0.033
H -2.4597 -0.0682 0.0080 2.6 -2.5 0.3 0.064
O 1.9605 -0.9665 -0.1971 -1.8 -1.2 -2.7 -0.029
H 2.2736 -0.9427 -1.1343 0.2 -0.2 1.5 0.033
H 2.5018 -0.4788 0.3639 1.8 1.3 1.1 -0.002
O 2.6964 -2.4267 -3.3430 9.4 4.7 -0.9 -0.039
H 1.9229 -2.8028 -3.3881 -6.7 -2.7 -1.7 -0.080
H 3.1596 -1.9713 -4.1826 -2.7 -2.1 2.8 0.147
O 1.9111 2.8442 0.4522 -0.7 1.3 -1.0 -0.103
H 2.2186 2.1594 1.0789 -0.8 -0.2 -1.8 0.038
H 1.4137 2.7608 -0.4391 1.5 -1.2 2.9 0.077
O -1.8039 -3.5355 2.0214 -1.5 0.7 -0.1 -0.111
H -2.6492 -3.0153 2.2461 2.3 -1.0 -0.4 0.060
H -1.0919 -3.0672 2.4929 -0.9 0.0 -0.3 -0.017
O -2.0020 0.2250 -4.1540 1.1 0.7 -0.9 -0.031
H -2.3605 -0.3184 -3.4779 -0.7 -0.7 0.8 0.018
H -2.7077 0.5909 -4.6843 -0.3 -0.1 0.1 0.033
O 0.6542 0.0248 6.3286 0.8 0.7 -0.3 -0.044
H 0.0877 0.0815 5.5738 -1.5 -0.5 -0.6 -0.006
H 1.3056 0.6189 5.9258 0.7 -0.1 0.9 0.044
O 1.3270 0.1267 -3.2657 -0.5 -1.3 5.5 -0.122
H 0.9573 -0.2126 -2.2874 -0.5 1.2 -3.9 0.124
H 2.1870 0.0192 -2.8020 0.6 0.5 -1.8 0.005
O -0.6776 2.7172 -2.8189 -2.7 2.7 3.6 -0.008
H -0.4568 2.3659 -1.9434 -0.7 0.2 0.2 0.026
H -0.0950 2.2446 -3.2885 3.3 -2.9 -3.7 -0.058
O -4.0858 3.2605 -1.7707 -1.3 -2.0 1.3 -0.011
H -4.9897 3.5585 -1.6663 0.2 0.5 -0.4 0.067
H -3.5101 3.8096 -2.2319 0.8 2.0 -1.4 0.020
O 0.0087 -3.8446 -1.3425 1.9 -1.0 1.0 -0.107
H 0.8651 -4.2666 -1.6713 -1.7 0.8 0.8 0.059
H 0.0591 -3.9441 -0.3436 -0.2 0.2 -1.9 0.051
O 2.6276 -2.5454 1.8034 -0.7 -1.9 3.2 -0.081
H 2.1704 -3.0420 2.5704 1.8 0.9 -1.2 0.086
H 1.8176 -2.3451 1.3794 -1.1 0.9 -1.8 -0.032
O -3.4233 -0.9419 3.2169 7.5 0.0 1.1 0.079
H -4.1186 -1.4152 3.3767 -6.8 -3.1 0.8 -0.041
H -3.3737 -0.1588 2.7834 -0.9 3.2 -2.0 0.001
```
Forces are in eV/Å.

## Properties
Maximum force (eV/Å): 10.57
Gap between HOMO and LUMO (eV): 9.808
Calculated total energy (eV): -37433.5227
Total charge: 0
Highest occupied orbital energy (Eh): -0.3693
ΔE to the lowest compared entry with this formula, charge and spin (eV): 8.988



No. 2
This record from the Open Molecules 2025 dataset describes a cluster of 19 separate species, H37O19 in total. The level of theory is wB97M-V/def2-TZVPD.

```
56
Properties=species:S:1:pos:R:3:forces:R:3:lowdin_charge:R:1
O 1.1344 -4.4551 2.3268 0.6 1.7 -0.4 -0.056
H 1.8920 -4.1525 1.7946 0.0 -1.0 0.0 0.034
H 0.8808 -3.5403 2.5634 -0.6 -0.8 0.5 0.011
O -0.4105 -0.6876 0.2456 0.3 0.1 1.1 -0.346
H -1.1689 1.1392 1.7501 -0.9 -0.3 0.3 0.055
H -0.8089 -0.6615 -0.6117 -0.5 -0.1 -0.6 -0.076
O 0.4040 1.4449 3.6264 2.6 1.7 -1.4 -0.109
H 1.0546 0.0559 0.6834 -1.3 -0.3 0.1 -0.017
H -0.1716 1.7472 2.8803 0.4 0.1 0.9 -0.023
O -1.2490 4.5744 0.0553 -0.3 -0.3 0.2 -0.056
H -1.3712 3.9885 -0.7083 0.0 0.3 0.1 0.053
H -1.6516 4.0745 0.7869 0.1 0.1 -0.2 0.042
O -3.8731 0.7935 -2.1085 0.2 0.4 0.5 -0.039
H -3.1547 0.2011 -2.3284 0.4 -0.2 -0.1 0.022
H -4.6453 0.3655 -2.4556 -0.6 -0.3 -0.4 0.029
O 1.0729 2.7657 -4.2938 -2.6 -1.8 0.8 -0.124
H 0.0921 2.8989 -4.2602 0.9 1.5 -0.4 0.045
H 0.8170 1.8029 -4.0762 2.0 0.8 -1.0 -0.008
O -3.9332 -1.2433 0.5129 -0.1 2.0 0.7 -0.075
H -4.1932 -1.0005 -0.3857 -0.2 -0.1 0.0 0.016
H -3.8184 -0.3314 0.9116 0.0 -1.6 -0.4 0.089
O 1.6958 0.7719 0.6932 2.8 0.0 -0.1 -0.085
H -0.6507 1.8931 0.6867 -0.9 0.9 2.0 0.040
O 2.9153 0.8580 -1.9905 -0.1 0.4 -1.8 -0.046
H 2.2711 1.4122 -2.4739 0.6 -0.3 0.2 0.011
H 2.7752 1.1339 -1.1031 -0.4 -0.1 1.6 -0.032
O 0.2188 -4.2546 -2.7860 0.1 0.8 0.7 -0.085
H -0.3366 -3.9027 -2.0770 -1.0 -0.6 -0.1 0.006
H 0.9321 -3.6661 -2.5007 0.9 -0.2 -0.5 -0.003
O 1.2298 3.4496 0.3462 -1.9 0.4 2.0 -0.106
H 2.0105 3.3839 -0.2086 -0.3 1.4 -0.1 0.064
H 0.6408 4.2451 0.6491 2.3 -1.5 -1.9 0.110
O -1.8818 -1.8540 3.6935 -0.2 0.5 1.5 -0.079
H 1.2959 1.8911 3.3064 -2.5 -1.6 1.3 0.114
H -2.4936 -2.0346 2.9976 0.1 -0.7 -0.9 0.004
O 1.3681 -2.3388 -0.8597 0.0 -0.4 0.0 -0.066
H 0.6295 -2.0419 -0.2870 -0.4 0.7 -0.2 -0.005
H 1.5002 1.5661 1.1775 -0.7 0.1 0.3 0.003
O -1.1068 2.0957 1.5794 0.7 -1.3 -2.3 -0.083
H 1.9638 -2.6928 -0.2041 0.6 -0.3 -0.1 0.021
H -0.9886 -2.2569 3.6834 -1.0 0.4 -0.6 0.007
O 4.2007 -0.3025 1.5743 -0.9 0.8 -1.1 -0.099
H 3.3168 -0.5017 1.1890 0.5 -0.2 0.6 0.008
H 4.2517 0.5766 1.1398 0.5 -0.6 0.6 0.032
O 0.5658 -1.3993 3.7714 1.2 -0.5 -1.9 -0.076
H 0.3078 -0.4795 3.6352 -0.2 0.8 1.0 0.005
H 0.7426 -1.5327 2.8089 0.1 -0.3 0.8 0.045
O 0.3115 0.2430 -3.7615 -0.6 1.0 1.1 -0.060
H 0.8540 -0.5255 -3.6044 0.5 -0.4 0.2 0.058
H 0.3342 0.7546 -2.9031 -0.3 -1.1 -0.4 0.023
O -0.0130 1.5206 -1.1141 -1.0 1.0 -1.1 -0.106
H 0.0107 0.7202 -0.5323 0.0 0.0 0.2 -0.019
H -0.1473 2.3392 -0.5937 1.0 -0.6 -0.9 0.000
O -2.4586 -2.3369 -1.4058 0.2 0.6 0.1 -0.060
H -2.6293 -1.9204 -0.5421 -0.5 -0.7 0.5 -0.010
H -1.7076 -1.7730 -1.5929 0.6 -0.4 -1.0 -0.001
```
Forces are in eV/Å.

## Properties
Maximum force (eV/Å): 3.43
Gap between HOMO and LUMO (eV): 9.386
Calculated total energy (eV): -39503.6736
Total charge: -1
Highest occupied orbital energy (Eh): -0.2694
ΔE to the lowest compared entry with this formula, charge and spin (eV): 4.608



No. 3
This record from the Open Molecules 2025 dataset describes a structure of composition H38O19Rb. The level of theory is wB97M-V/def2-TZVPD.

```
58
Properties=species:S:1:pos:R:3:forces:R:3:lowdin_charge:R:1
Rb -12.0936 -33.4510 5.0362 -0.2 -0.4 0.2 1.034
O -9.6438 -34.0771 3.3195 -0.8 0.1 0.5 -0.097
H -9.3758 -33.7712 2.4530 0.5 0.5 -0.6 0.009
H -9.6338 -35.0317 3.2507 0.3 -0.6 0.3 0.017
O -15.2189 -31.8309 6.8665 0.3 -0.4 0.1 -0.044
H -14.5522 -31.1905 6.6184 0.3 0.3 -0.2 -0.010
H -16.0438 -31.4451 6.5717 -0.3 0.2 0.0 0.052
O -7.5880 -35.5321 6.4346 -0.2 -0.8 0.4 -0.053
H -7.1748 -34.9180 5.8277 0.2 0.6 -0.4 -0.012
H -8.0103 -34.9755 7.0888 0.0 0.2 0.1 0.032
O -7.2513 -33.4932 4.6249 0.7 0.3 0.4 -0.042
H -8.1401 -33.6834 4.3247 -0.7 -0.1 -0.3 -0.007
H -6.7117 -33.5638 3.8374 0.2 0.1 -0.2 0.059
O -15.1544 -30.1760 3.9673 -0.1 0.4 -0.2 -0.043
H -14.4823 -29.8274 4.5529 0.1 0.2 0.3 -0.008
H -15.0694 -31.1264 4.0431 -0.1 -0.5 -0.1 -0.016
O -14.5912 -32.7136 2.9177 0.2 0.2 0.4 -0.068
H -14.0687 -32.1386 2.3586 0.1 0.3 -0.1 0.030
H -14.7347 -33.4978 2.3879 0.0 -0.7 -0.1 0.017
O -11.0389 -32.3208 0.6745 -0.5 0.1 0.1 -0.009
H -11.1385 -31.5448 0.1230 0.0 0.4 -0.3 0.098
H -11.4098 -33.0339 0.1546 -0.3 -0.4 -0.2 0.099
O -12.7862 -35.7363 7.1100 -0.5 0.1 -0.3 -0.097
H -12.4760 -34.9792 7.6069 -0.1 0.3 0.3 -0.017
H -11.9940 -36.2374 6.9166 0.6 -0.5 -0.1 -0.014
O -8.7946 -31.4324 6.9955 -0.4 -0.2 0.0 -0.048
H -9.0838 -30.5734 7.3033 0.0 0.2 0.2 0.031
H -8.0857 -31.2412 6.3814 0.3 -0.1 -0.2 0.030
O -11.7056 -33.2476 7.9056 0.0 0.0 -0.2 -0.112
H -11.0197 -33.5792 8.4851 0.4 0.0 0.2 0.068
H -12.3403 -32.8389 8.4942 -0.4 0.2 0.2 0.069
O -16.9949 -33.9380 6.3699 -0.2 -0.3 0.0 -0.045
H -16.1940 -33.4498 6.1789 0.4 0.1 0.1 -0.018
H -17.6871 -33.4454 5.9292 -0.3 0.0 -0.1 0.034
O -8.5081 -32.5912 1.1546 0.9 -0.5 0.4 -0.042
H -9.4321 -32.5687 0.9056 -0.4 0.3 -0.4 -0.040
H -8.3944 -31.8303 1.7240 0.2 0.3 0.1 0.055
O -14.0656 -38.2680 6.6569 -0.1 -0.4 -0.4 -0.053
H -13.8286 -37.3430 6.7225 0.0 0.5 0.2 -0.021
H -13.5413 -38.6985 7.3322 0.1 -0.1 0.2 0.033
O -14.0156 -35.4405 2.1045 -0.3 0.4 -0.6 -0.043
H -13.4732 -35.5532 2.8851 0.4 0.0 0.3 -0.024
H -14.8242 -35.9123 2.3039 -0.4 -0.2 -0.1 0.062
O -11.7698 -31.3600 3.2751 -0.1 0.4 0.5 -0.158
H -11.4289 -31.7814 2.4861 0.2 -0.3 -0.5 -0.011
H -12.0146 -30.4795 2.9902 -0.2 0.3 -0.1 0.062
O -10.2420 -36.9750 6.7037 -0.5 0.1 0.1 -0.030
H -9.8582 -37.4129 5.9440 0.3 0.0 -0.3 0.033
H -9.5117 -36.8679 7.3133 0.3 0.0 0.1 0.045
O -12.3928 -36.4329 4.0936 0.1 0.5 0.1 -0.066
H -11.5185 -36.7748 3.9071 0.3 -0.1 0.0 0.047
H -12.9879 -37.1235 3.8019 -0.2 -0.5 0.2 0.071
O -8.6888 -36.8603 3.7091 -0.7 0.2 -0.1 -0.025
H -8.8853 -37.2143 2.8418 0.1 -0.4 -0.3 0.056
H -7.7353 -36.9083 3.7775 0.4 0.1 0.3 0.063
O -13.0140 -30.0871 5.8922 -0.1 -0.2 0.1 -0.034
H -12.6006 -29.8383 6.7188 0.1 0.3 0.3 0.075
H -12.2821 -30.2834 5.3073 0.3 -0.1 -0.3 0.024
```
Forces are in eV/Å.

## Properties
Maximum force (eV/Å): 1.11
Gap between HOMO and LUMO (eV): 9.640
Calculated total energy (eV): -40172.4379
Total charge: +1
Highest occupied orbital energy (Eh): -0.4692
ΔE to the lowest compared entry with this formula, charge and spin (eV): 0.000



No. 4
This record from the Open Molecules 2025 dataset describes a cluster of 2 separate species, H3IN2 in total. The level of theory is wB97M-V/def2-TZVPD.

```
6
Properties=species:S:1:pos:R:3:forces:R:3:lowdin_charge:R:1
N 0.4388 0.2593 0.1461 -0.3 2.7 -0.8 -0.187
N 0.2398 -1.0176 -0.1249 -4.4 -4.2 0.6 -0.570
I -0.2920 -1.6065 -2.2244 0.5 0.5 0.7 0.427
H 1.4163 0.4850 0.3243 -0.1 -0.5 -0.2 0.087
H 0.0721 0.9843 -0.5125 -0.1 -0.9 0.9 0.085
H -1.0215 -1.5424 0.3321 4.3 2.4 -1.3 0.159
```
Forces are in eV/Å.

## Properties
Maximum force (eV/Å): 6.13
Gap between HOMO and LUMO (eV): 8.137
Calculated total energy (eV): -11125.8495
Total charge: 0
Highest occupied orbital energy (Eh): -0.3288
ΔE to the lowest compared entry with this formula, charge and spin (eV): 1.842



No. 5
This record from the Open Molecules 2025 dataset describes a structure of composition H3INO2P. The level of theory is wB97M-V/def2-TZVPD.

```
8
Properties=species:S:1:pos:R:3:forces:R:3:lowdin_charge:R:1
N -0.8524 -0.2980 0.2758 -3.0 0.7 1.5 -0.778
O 0.4829 0.3812 -1.6440 -0.5 -1.3 -0.8 -0.301
O 1.5035 0.4486 0.6310 -0.4 1.1 0.1 -0.315
P 0.6845 -0.5742 -0.3236 0.6 0.6 0.5 0.542
I -1.3050 -1.4874 1.8908 0.0 -0.1 0.0 0.688
H -1.3587 0.6238 0.5242 1.6 -1.6 -1.1 0.039
H -0.0225 -0.2832 -2.1874 0.5 1.3 -0.1 0.054
H 0.8677 1.1892 0.8332 1.2 -0.7 -0.1 0.071
```
Forces are in eV/Å.

## Properties
Maximum force (eV/Å): 3.48
Gap between HOMO and LUMO (eV): 8.960
Calculated total energy (eV): -23023.5703
Total charge: 0
Highest occupied orbital energy (Eh): -0.3390
ΔE to the lowest compared entry with this formula, charge and spin (eV): 0.000



No. 6
This record from the Open Molecules 2025 dataset describes a cluster of 2 separate species, H3INOP in total. The level of theory is wB97M-V/def2-TZVPD.

```
7
Properties=species:S:1:pos:R:3:forces:R:3:lowdin_charge:R:1
N -1.6048 -0.0972 -0.6261 2.4 0.0 2.8 -0.155
O 0.3101 0.0306 1.0494 -0.7 -0.2 -0.1 -0.596
P -0.8182 -0.8443 0.6402 -0.3 0.1 -0.1 0.769
I 3.4550 0.5131 0.1547 -0.2 -0.1 0.3 0.315
H -2.2872 -0.4457 -1.1836 -2.5 -1.5 -1.7 -0.009
H -1.1102 0.6527 -1.0100 0.7 1.6 -0.7 0.023
H 2.0552 0.1908 0.9754 0.6 0.2 -0.4 -0.348
```
Forces are in eV/Å.

## Properties
Maximum force (eV/Å): 3.72
Gap between HOMO and LUMO (eV): 8.979
Calculated total energy (eV): -20976.3088
Total charge: 0
Highest occupied orbital energy (Eh): -0.3401
ΔE to the lowest compared entry with this formula, charge and spin (eV): 0.764
SMILES: NP=O.I